# 1
The following is a DFT calculation (ωB97M-V/def2-TZVPD) of a 2-piece molecular cluster, C6H14N2O2 overall at a distorted geometry.

Structure (XYZ):
```
24
Properties=species:S:1:pos:R:3:forces:R:3
C -0.352 1.770 2.861 -1.489 -4.988 -1.393
N -1.541 1.809 1.975 0.957 -0.390 -0.353
C -1.739 0.981 0.915 0.387 0.330 0.733
C -2.884 1.368 -0.033 0.892 -1.175 -0.747
O -1.007 0.011 0.849 -0.087 -0.747 -1.096
H 0.525 1.271 2.176 -2.092 0.918 2.602
H -0.172 2.710 3.149 1.191 3.708 0.596
H -0.799 1.319 3.854 1.899 -0.184 -1.826
H -2.079 2.609 2.064 -1.235 1.563 -0.069
H -3.713 1.609 0.585 -0.632 1.945 0.395
H -2.569 1.942 -0.957 -0.535 -0.007 1.632
H -3.383 0.501 -0.435 0.711 -1.022 -0.448
C 0.045 -2.032 -2.585 7.012 1.587 0.797
N 0.645 -1.426 -1.275 0.500 -0.966 -1.555
C 1.998 -1.134 -1.084 0.241 -0.841 -0.855
C 2.275 -0.129 0.095 -3.857 -3.063 1.281
O 2.922 -1.526 -1.830 -2.069 0.847 1.416
H 0.938 -2.338 -3.297 -1.215 0.237 1.948
H -0.495 -2.869 -2.466 -2.376 -2.496 0.728
H -0.267 -1.252 -3.167 -2.046 1.920 -1.076
H 0.012 -1.204 -0.510 0.064 0.199 -0.428
H 1.301 0.471 0.148 1.666 -0.589 0.465
H 2.553 -0.658 1.105 -0.610 1.061 -2.036
H 3.042 0.380 -0.313 2.724 2.152 -0.710
```
Forces are in eV/Å.

* E_HOMO: -0.333 hartree
* relative energy (zero: lowest compared OMol25 entry of this formula, charge and spin): 70.7 kcal per mole
* SMILES: CNC(C)=O.CNC(C)=O
* calculated total energy: -496.9449 hartree

---

# 2
The following is a DFT calculation (ωB97M-V/def2-TZVPD) of C49H58Br6N3O5Ti as an isolated structure.

Structure (XYZ):
```
122
Properties=species:S:1:pos:R:3:forces:R:3
Ti 1.632 -0.087 -0.311 0.451 -0.730 0.060
C 3.825 -2.370 1.221 -0.016 0.028 0.018
N 3.214 -2.431 -0.104 -0.048 0.035 -0.140
C 4.240 -2.404 -1.137 0.136 -0.118 -0.032
C 2.430 -3.646 -0.257 -0.038 -0.059 0.024
C 1.075 -3.542 0.402 -0.007 -0.018 0.036
N 0.254 -2.443 -0.124 -0.102 0.120 0.005
C -0.170 -2.763 -1.495 -0.007 -0.093 0.031
C -0.645 -1.640 -2.371 -0.035 0.020 0.000
C -1.942 -1.591 -2.854 0.016 -0.006 0.000
C -2.300 -0.677 -3.837 0.005 0.010 -0.015
C -1.274 0.086 -4.394 0.026 0.026 -0.006
C 0.047 0.057 -3.953 -0.077 -0.040 -0.016
C 0.324 -0.734 -2.820 -0.071 -0.073 0.096
O 1.487 -0.703 -2.173 0.072 -0.051 -0.089
C 1.172 0.733 -4.740 0.009 0.003 -0.014
C 2.115 -0.376 -5.236 0.018 0.008 -0.001
C 0.650 1.491 -5.963 0.004 0.005 0.015
C 1.981 1.710 -3.886 0.030 -0.017 0.022
C -3.733 -0.498 -4.335 0.001 0.005 0.022
C -3.814 -0.779 -5.841 0.000 -0.001 -0.021
C -4.182 0.945 -4.067 -0.006 0.004 -0.001
C -4.706 -1.437 -3.622 -0.010 -0.011 0.006
C -0.948 -2.306 0.733 -0.072 -0.011 -0.006
C -1.249 -1.021 1.460 -0.083 0.039 0.043
C -1.929 -1.119 2.668 -0.006 0.021 -0.029
C -2.418 0.003 3.314 0.004 -0.010 0.025
C -2.260 1.227 2.668 -0.009 -0.011 -0.024
C -1.583 1.385 1.463 -0.040 -0.033 0.115
C -1.002 0.232 0.901 0.087 -0.019 -0.086
O -0.205 0.292 -0.175 0.101 0.200 -0.180
C -1.439 2.779 0.850 -0.029 0.043 0.015
C -0.123 3.393 1.339 0.028 -0.004 0.026
C -1.460 2.756 -0.687 -0.011 0.004 -0.034
C -2.589 3.697 1.296 0.027 0.006 -0.006
C -3.091 -0.046 4.686 0.024 0.002 -0.024
C -4.506 0.540 4.596 -0.006 0.010 0.003
C -2.261 0.777 5.682 -0.019 0.015 0.006
C -3.194 -1.474 5.221 -0.015 -0.020 0.005
H 4.530 -3.209 1.362 0.007 0.021 -0.033
H 3.056 -2.417 1.992 0.032 -0.014 -0.043
H 4.360 -1.428 1.320 0.017 0.033 -0.003
H 4.846 -3.329 -1.115 -0.023 -0.022 0.000
H 4.890 -1.550 -0.987 -0.018 -0.098 -0.015
H 3.767 -2.310 -2.115 0.005 0.013 -0.003
H 2.962 -4.511 0.181 0.005 0.028 -0.001
H 2.347 -3.858 -1.323 -0.047 0.024 -0.041
H 1.205 -3.335 1.464 0.017 -0.010 -0.068
H 0.542 -4.506 0.296 0.008 0.012 -0.050
H -0.951 -3.542 -1.466 0.038 0.001 0.013
H 0.683 -3.197 -2.012 0.088 -0.020 0.003
H -2.663 -2.292 -2.447 -0.004 0.006 -0.001
H -1.521 0.738 -5.220 -0.005 0.025 -0.027
H 1.581 -1.077 -5.884 -0.006 -0.004 -0.010
H 2.529 -0.926 -4.390 -0.005 0.005 -0.001
H 2.943 0.061 -5.803 0.006 0.001 -0.002
H 0.105 0.841 -6.651 -0.007 -0.020 -0.007
H 1.501 1.913 -6.503 -0.003 0.003 -0.002
H -0.003 2.318 -5.676 -0.009 0.008 0.015
H 2.523 1.172 -3.114 -0.023 0.025 -0.070
H 1.340 2.446 -3.398 -0.015 -0.009 -0.012
H 2.705 2.240 -4.513 0.001 0.013 -0.005
H -3.183 -0.093 -6.408 0.008 0.003 -0.004
H -4.842 -0.666 -6.199 -0.011 0.005 -0.001
H -3.481 -1.796 -6.060 -0.003 -0.010 0.006
H -3.530 1.661 -4.569 0.008 0.006 -0.011
H -4.148 1.163 -2.999 0.004 -0.006 0.013
H -5.205 1.104 -4.425 -0.012 -0.003 -0.003
H -4.463 -2.485 -3.807 0.006 -0.004 -0.008
H -5.722 -1.258 -3.985 -0.005 0.003 -0.006
H -4.699 -1.271 -2.544 -0.002 0.007 0.007
H -0.928 -3.097 1.488 -0.011 0.005 -0.022
H -1.824 -2.508 0.102 0.013 0.013 0.016
H -2.031 -2.103 3.110 -0.010 -0.006 0.014
H -2.666 2.108 3.145 -0.004 0.007 0.012
H 0.732 2.822 0.979 -0.084 0.028 0.005
H -0.091 3.412 2.431 -0.010 -0.009 0.006
H -0.019 4.416 0.967 0.009 0.003 0.003
H -0.574 2.282 -1.100 -0.034 0.043 0.011
H -1.504 3.785 -1.056 -0.009 0.013 -0.011
H -2.340 2.222 -1.058 -0.011 -0.015 0.008
H -2.546 3.936 2.360 0.007 -0.001 0.011
H -3.565 3.255 1.082 -0.005 -0.014 -0.012
H -2.513 4.642 0.753 -0.001 0.008 -0.009
H -4.488 1.583 4.277 0.001 0.010 -0.009
H -4.999 0.496 5.573 0.002 0.000 0.010
H -5.110 -0.019 3.878 -0.005 -0.014 -0.004
H -2.164 1.813 5.356 -0.002 0.013 0.002
H -1.256 0.364 5.780 -0.005 -0.007 -0.010
H -2.735 0.772 6.669 0.000 -0.002 0.013
H -3.799 -2.104 4.564 -0.008 -0.001 -0.009
H -3.668 -1.460 6.207 -0.004 0.007 0.004
H -2.208 -1.929 5.326 0.003 0.006 -0.004
Br 4.925 5.849 -2.001 0.006 0.002 0.003
C 4.586 4.050 -1.515 0.016 0.018 -0.018
C 5.626 3.150 -1.357 0.033 0.036 0.000
Br 7.422 3.703 -1.599 0.005 0.001 -0.003
C 5.358 1.815 -1.018 -0.065 -0.026 0.007
Br 6.727 0.537 -0.757 0.030 0.022 0.004
C 4.051 1.379 -0.840 0.080 0.129 -0.024
O 3.664 0.182 -0.537 -0.051 0.140 -0.021
C 2.994 2.312 -0.983 -0.099 0.141 -0.043
O 1.800 1.803 -0.776 -0.069 0.099 0.063
C 3.260 3.624 -1.323 -0.008 -0.027 0.002
Br 1.784 4.784 -1.526 0.020 0.013 -0.018
Br 3.231 2.439 2.277 0.047 -0.010 0.006
C 2.309 1.188 3.359 0.003 0.016 0.133
C 2.192 1.473 4.704 -0.008 0.007 -0.005
C 1.604 0.534 5.537 -0.001 -0.010 -0.008
Br 1.423 0.997 7.386 0.004 0.005 0.011
C 1.190 -0.730 5.092 0.017 0.004 -0.026
C 0.631 -1.739 5.913 0.014 -0.013 0.023
C 0.298 -2.973 5.336 0.012 -0.016 -0.009
C 0.527 -3.167 3.995 -0.002 -0.026 0.031
N 1.038 -2.232 3.172 -0.019 0.019 0.074
C 1.346 -1.021 3.688 -0.037 0.091 0.105
C 1.833 -0.012 2.810 -0.032 0.033 -0.092
O 1.849 -0.213 1.486 -0.102 -0.011 0.296
H 2.560 2.410 5.095 0.002 -0.004 0.004
H 0.476 -1.549 6.965 0.001 -0.008 0.003
H -0.128 -3.770 5.934 -0.005 -0.005 0.008
H 0.293 -4.125 3.533 -0.008 -0.014 -0.004
```
Forces are in eV/Å.

* charge: -2
* E_HOMO (spin up / spin down): 0.006 / -0.089 hartree
* relative energy (zero: lowest compared OMol25 entry of this formula, charge and spin): 15.4 kcal per mole
* <S²>: 0.771
* spin multiplicity: 2
* calculated total energy: -18736.3076 hartree

---

# 3
The following is a DFT calculation (ωB97M-V/def2-TZVPD) of C27H31AuF5N3O3S3Si2 as an isolated structure at a distorted geometry.

Structure (XYZ):
```
75
Properties=species:S:1:pos:R:3:forces:R:3
Au -0.018 0.123 -0.052 -0.064 -0.120 -0.018
F 3.108 0.082 6.149 -0.008 0.094 -0.581
C 2.937 0.266 4.836 -0.005 0.042 -0.049
C 1.750 0.808 4.357 -0.158 0.095 0.012
F 0.792 1.172 5.214 0.140 -0.129 -0.146
C 1.577 0.989 2.994 -0.093 0.177 -0.085
F 0.430 1.536 2.553 0.367 -0.138 0.479
C 2.553 0.629 2.056 -0.038 -0.011 0.138
S 2.340 0.833 0.338 -0.185 -0.111 0.038
C 3.756 0.123 2.571 -0.122 -0.085 -0.053
F 4.738 -0.189 1.724 -0.125 -0.028 0.370
C 3.950 -0.054 3.933 0.152 -0.040 0.042
F 5.111 -0.525 4.394 -0.166 0.020 -0.075
O 2.056 0.966 -2.557 0.302 -0.059 0.017
C 1.012 0.550 -3.029 0.423 0.196 -0.538
N -0.076 0.217 -2.326 -0.771 -0.569 0.318
S -1.417 0.103 -3.254 0.388 0.589 0.154
O -2.073 1.398 -3.230 -0.373 -0.253 -0.371
O -2.223 -1.029 -2.918 0.078 -0.293 -0.140
C -0.530 0.016 -4.802 0.292 0.091 0.527
C -0.944 -0.210 -6.093 -0.237 -0.075 -0.077
C 0.000 -0.084 -7.109 -0.067 0.006 0.093
C 1.309 0.281 -6.820 0.050 0.004 0.018
C 1.712 0.511 -5.511 -0.140 0.003 0.126
C 0.775 0.373 -4.501 0.170 -0.110 -0.366
H -1.968 -0.478 -6.303 -0.081 -0.030 -0.087
H -0.290 -0.270 -8.133 -0.032 0.004 -0.026
H 2.023 0.386 -7.626 0.025 -0.026 -0.035
H 2.728 0.782 -5.265 0.074 0.037 0.020
C -0.650 -1.868 3.274 -0.468 -0.016 -0.462
Si -1.927 -1.787 1.855 -0.231 0.353 0.296
C -2.972 -0.194 1.982 0.513 -0.506 -0.042
C -3.201 -3.205 2.026 0.645 0.397 -0.227
C -1.022 -1.830 0.181 0.098 -0.327 0.251
Si 0.264 -3.139 -0.331 0.358 -0.164 -0.122
C 0.906 -2.850 -2.100 -0.266 0.041 0.636
C 1.750 -3.101 0.869 -0.604 -0.094 -0.413
C -0.594 -4.853 -0.336 0.275 0.741 0.139
H -1.027 -1.402 4.178 -0.164 0.122 0.147
H 0.271 -1.362 3.003 0.195 0.115 -0.122
H -0.393 -2.892 3.524 0.047 -0.250 -0.013
H -3.592 -0.207 2.875 -0.065 -0.092 0.176
H -3.632 -0.104 1.124 -0.115 -0.024 -0.212
H -2.359 0.700 2.016 0.125 0.138 0.067
H -3.746 -3.100 2.958 -0.045 0.124 0.208
H -2.754 -4.191 2.014 0.150 -0.222 -0.024
H -3.920 -3.154 1.216 -0.154 0.026 -0.197
H -1.731 -1.718 -0.638 -0.247 -0.054 -0.184
H 1.575 -1.997 -2.140 0.168 0.176 0.026
H 0.080 -2.657 -2.776 -0.205 0.017 -0.133
H 1.448 -3.716 -2.469 0.088 -0.230 0.048
H 2.110 -2.084 0.994 0.050 0.237 -0.024
H 2.578 -3.689 0.487 0.119 -0.153 -0.139
H 1.496 -3.487 1.850 -0.108 -0.087 0.237
H -1.452 -4.839 -1.003 -0.158 0.036 -0.124
H -0.941 -5.140 0.650 -0.070 -0.049 0.214
H 0.089 -5.621 -0.689 0.183 -0.066 -0.064
N -0.289 3.195 -2.177 0.346 0.214 -0.001
C -0.230 3.108 -0.859 -0.659 0.022 0.126
S -1.481 2.310 -0.006 -0.152 -0.351 0.363
N 0.724 3.659 -0.107 0.295 0.164 0.253
C 1.847 4.437 -0.433 0.311 0.164 -0.091
C 1.864 5.347 -1.482 -0.080 -0.006 -0.018
C 2.979 6.146 -1.680 0.071 -0.063 0.043
C 4.077 6.043 -0.842 0.059 0.119 -0.118
C 4.060 5.137 0.204 -0.063 -0.016 0.070
C 2.950 4.342 0.414 -0.042 0.041 -0.167
H -1.000 2.615 -2.647 0.138 0.265 0.167
H 0.534 3.471 -2.690 0.058 0.057 -0.062
H 0.677 3.382 0.867 -0.181 -0.022 -0.240
H 0.997 5.478 -2.111 -0.086 0.005 -0.028
H 2.980 6.866 -2.485 -0.010 0.043 -0.075
H 4.938 6.678 -0.996 0.055 0.019 -0.030
H 4.909 5.054 0.867 0.055 -0.006 0.038
H 2.931 3.641 1.234 -0.023 -0.117 0.123
```
Forces are in eV/Å.

* E_HOMO (spin up / spin down): -0.303 / -0.305 hartree
* relative energy (zero: lowest compared OMol25 entry of this formula, charge and spin): 25.2 kcal per mole
* <S²>: 2.020
* spin multiplicity: 3
* calculated total energy: -3846.0159 hartree

---

# 4
The following is a DFT calculation (ωB97M-V/def2-TZVPD) of C9H14BrN2O8PReSe4Te as an isolated structure at a distorted geometry.

Structure (XYZ):
```
41
Properties=species:S:1:pos:R:3:forces:R:3
Re 0.368 -0.269 -0.048 -0.550 0.818 -0.364
Se -0.906 1.046 -1.544 0.137 -0.250 0.089
Se -2.275 2.482 -0.245 0.054 0.144 0.065
Te -0.524 3.537 1.200 -0.039 -0.057 -0.128
Se 0.537 1.288 1.789 0.293 0.628 0.530
N -1.790 -3.898 0.497 0.007 0.005 -0.013
C -1.710 -3.313 1.853 0.096 -0.049 -0.049
P -2.238 -1.592 1.786 -0.546 0.120 0.255
O -3.712 -1.402 1.736 0.250 0.003 -0.025
O -1.434 -0.901 0.692 0.135 -0.405 -0.010
C -1.733 -0.757 3.343 0.152 0.046 0.009
N -2.307 0.610 3.140 -0.614 -0.141 0.048
H -2.578 -4.528 0.422 0.054 -0.013 -0.025
H -0.209 -4.301 0.199 -0.241 -0.027 -0.050
H -1.912 -3.178 -0.213 0.020 -0.022 0.015
H -0.675 -3.351 2.207 -0.026 0.019 0.041
H -2.335 -3.869 2.551 -0.013 0.034 -0.009
H -0.658 -0.652 3.476 0.012 -0.057 0.036
H -2.204 -1.216 4.210 0.015 0.011 -0.026
H -2.438 1.128 4.007 -0.006 -0.018 -0.066
H -3.211 0.481 2.647 0.067 0.116 0.174
H -1.676 1.153 2.522 0.256 0.003 -0.063
Br 1.926 -0.065 -3.968 -0.005 -0.040 0.012
C 1.902 1.699 -3.289 0.004 0.003 -0.007
C 1.370 2.711 -4.073 -0.003 0.011 0.034
C 1.324 4.004 -3.575 0.009 -0.015 0.025
C 1.818 4.282 -2.309 -0.008 -0.011 -0.034
C 2.364 3.266 -1.542 -0.023 -0.032 0.042
C 2.401 1.962 -2.022 -0.025 0.057 -0.105
C 3.013 0.905 -1.159 0.249 -0.097 0.277
O 4.189 0.841 -0.948 -0.017 0.075 0.010
O 2.160 0.025 -0.609 -0.218 0.085 -0.341
H 0.989 2.481 -5.057 0.000 -0.005 -0.013
H 0.901 4.793 -4.181 -0.007 0.015 -0.014
H 1.785 5.291 -1.921 -0.010 0.021 0.014
H 2.757 3.472 -0.555 0.019 0.007 0.000
O 1.179 -1.874 1.129 -0.058 -0.191 -0.546
Se 1.444 -2.825 -0.239 0.344 -0.641 -0.327
O 0.796 -4.366 0.076 0.157 0.018 0.022
O 0.364 -2.040 -1.266 0.539 -0.291 0.325
O 2.939 -3.059 -0.719 -0.461 0.121 0.189
```
Forces are in eV/Å.

* E_HOMO (spin up / spin down): -0.288 / -0.291 hartree
* relative energy (zero: lowest compared OMol25 entry of this formula, charge and spin): 0.0 kcal per mole
* <S²>: 0.772
* spin multiplicity: 2
* calculated total energy: -13930.2710 hartree

---

> Which value of calculated total energy does entry 3 give?

-3846.0159 hartree

---

> calculated total energy of number 2 (C49H58Br6N3O5Ti)?

-18736.3076 hartree

---

> calculated total energy of number 2 (C49H58Br6N3O5Ti)?

-18736.3076 hartree

---

> relative energy (zero: lowest compared OMol25 entry of this formula, charge and spin) of number 1 (C6H14N2O2)?

70.7 kcal per mole